(1)
The following is a quantum chemistry calculation of a molecular structure, C12H33AsClN3O2PSZn, from the OMol25 dataset.

Cartesian coordinates (Å):
Zn (-0.124, -0.594, -0.438)
Cl (2.323, -2.602, 0.653)
C (0.918, -1.681, 1.069)
H (1.103, -0.951, 1.853)
H (0.171, -2.344, 1.473)
N (-0.350, 3.177, -1.477)
C (0.131, 2.366, -0.482)
N (-0.184, 2.650, 0.835)
O (0.751, 1.280, -0.803)
H (-0.659, 4.138, -1.227)
H (0.119, 2.996, -2.348)
H (-0.610, 3.544, 1.079)
H (0.332, 2.073, 1.546)
C (4.349, 1.183, 2.677)
N (3.406, 1.458, 3.803)
C (4.047, 1.667, 5.085)
C (2.067, 1.557, 3.547)
C (1.162, 1.999, 4.698)
O (1.620, 1.281, 2.413)
H (5.116, 1.944, 2.802)
H (3.792, 1.253, 1.710)
H (4.751, 0.150, 2.811)
H (3.377, 1.450, 5.962)
H (4.518, 2.630, 5.252)
H (4.824, 0.905, 5.160)
H (1.592, 2.929, 5.195)
H (1.045, 1.168, 5.417)
H (0.144, 2.187, 4.295)
C (2.064, -0.951, -2.699)
P (0.501, -1.648, -2.375)
C (-0.365, -1.305, -3.892)
C (0.954, -3.430, -2.504)
H (2.496, -1.557, -3.518)
H (2.588, -0.896, -1.745)
H (2.008, 0.102, -3.068)
H (-1.068, -2.108, -4.194)
H (0.364, -1.029, -4.704)
H (-0.973, -0.469, -3.747)
H (1.239, -3.621, -3.558)
H (0.182, -4.128, -2.239)
H (1.795, -3.703, -1.885)
C (-3.928, 0.346, -2.963)
As (-3.925, -0.775, -1.388)
C (-5.631, -0.532, -0.434)
C (-4.022, -2.674, -1.760)
S (-2.352, -0.457, 0.133)
H (-4.698, 1.184, -2.913)
H (-4.206, -0.340, -3.774)
H (-2.971, 0.804, -3.114)
H (-6.373, -1.008, -1.099)
H (-5.856, 0.529, -0.311)
H (-5.634, -0.975, 0.569)
H (-4.459, -3.209, -0.887)
H (-2.986, -2.989, -1.745)
H (-4.476, -2.972, -2.747)

Properties
HOMO level: -9.7088 eV
Total charge: +1
E: -6006.44846 hartree
Maximum force: 2.835 eV Å⁻¹
M: 490.22 g/mol
Lowest unoccupied orbital energy: -2.17 eV
Relative energy (zero: lowest compared OMol25 entry of this formula, charge and spin): 0.291 eV

---

(2)
The following is a quantum chemistry calculation of a molecular structure, C12H33AsNO2Si3W, from the OMol25 dataset.

Cartesian coordinates (Å):
W (0.003, 1.164, 0.470)
N (-1.503, 1.170, 2.248)
C (-1.675, 2.386, 3.116)
C (-0.337, 3.110, 3.391)
C (0.372, 2.904, 2.100)
O (1.335, 2.080, 2.005)
O (-0.234, 3.261, 1.037)
H (-2.392, 0.982, 1.792)
H (-1.340, 0.361, 2.840)
H (-2.150, 2.099, 4.054)
H (-2.338, 3.063, 2.584)
H (0.230, 2.677, 4.211)
H (-0.538, 4.162, 3.590)
C (-0.977, 0.164, -4.574)
Si (-1.889, -0.759, -3.250)
C (-1.467, -2.564, -3.184)
C (-3.713, -0.427, -3.254)
As (-1.125, 0.196, -1.190)
Si (2.060, 0.238, -0.378)
C (3.603, 0.236, 0.659)
C (1.709, 2.112, -0.969)
C (2.283, -0.756, -1.940)
H (-1.315, -0.191, -5.552)
H (0.101, 0.000, -4.520)
H (-1.167, 1.237, -4.526)
H (-1.827, -3.050, -4.095)
H (-1.939, -3.060, -2.335)
H (-0.390, -2.728, -3.127)
H (-4.146, -0.825, -4.175)
H (-3.931, 0.641, -3.220)
H (-4.219, -0.909, -2.416)
H (3.549, 0.973, 1.459)
H (4.470, 0.455, 0.031)
H (3.773, -0.743, 1.109)
H (1.305, 3.006, -0.495)
H (1.470, 2.153, -2.028)
H (2.793, 2.268, -0.852)
H (1.669, -1.655, -1.934)
H (3.322, -1.063, -2.078)
H (1.992, -0.147, -2.799)
C (1.189, -2.600, 0.707)
Si (0.329, -1.156, 1.572)
C (1.225, -0.876, 3.205)
C (-1.350, -1.923, 2.022)
H (1.211, -3.412, 1.439)
H (2.216, -2.448, 0.376)
H (0.608, -2.950, -0.151)
H (1.318, -1.829, 3.733)
H (0.684, -0.192, 3.866)
H (2.221, -0.459, 3.076)
H (-1.166, -2.968, 2.286)
H (-2.046, -1.917, 1.180)
H (-1.868, -1.493, 2.885)

Properties
HOMO level (spin up / spin down): -11.5274 / -11.5267 eV
Total charge: +1
E: -3853.46860 hartree
Maximum force: 0.503 eV Å⁻¹
M: 566.42 g/mol
Lowest unoccupied orbital energy (spin up / spin down): -3.55 / -3.55 eV
Relative energy (zero: lowest compared OMol25 entry of this formula, charge and spin): 0.000 eV

---

(3)
The following is a quantum chemistry calculation of a molecular structure, C12H33BiClI2P3, from the OMol25 dataset.

Cartesian coordinates (Å):
I (-1.121, -2.481, -0.038)
I (0.838, 2.038, 1.695)
Bi (-0.376, 0.501, -0.714)
P (2.201, -0.333, -1.646)
C (3.626, -1.289, -0.975)
C (1.791, -1.196, -3.214)
H (2.658, -1.221, -3.880)
H (3.765, 1.027, -2.955)
H (0.967, -0.674, -3.712)
H (2.202, 1.852, -2.713)
H (3.279, -2.290, -0.711)
H (1.484, -2.217, -2.982)
C (2.966, 1.230, -2.235)
H (4.455, -1.421, -1.676)
H (3.386, 1.757, -1.377)
H (4.005, -0.781, -0.085)
P (-2.493, 0.679, 1.079)
C (-2.583, -0.013, 2.765)
C (-2.884, 2.453, 1.254)
H (-3.911, 0.331, -0.847)
H (-4.841, 0.395, 0.686)
H (-3.914, -1.087, 0.250)
C (-3.937, 0.005, 0.200)
H (-2.843, 2.940, 0.273)
H (-3.903, 2.544, 1.656)
H (-3.512, 0.330, 3.245)
H (-1.741, 0.363, 3.355)
H (-2.171, 2.927, 1.932)
H (-2.582, -1.111, 2.750)
Cl (-1.269, 1.637, -2.745)
C (-0.439, -2.428, 4.770)
C (0.817, -1.646, 4.446)
P (0.935, -1.203, 2.653)
C (2.630, -0.334, 2.731)
C (3.823, -1.071, 3.347)
C (1.378, -2.889, 1.939)
C (2.199, -3.872, 2.765)
H (-1.331, -1.806, 4.633)
H (-0.428, -2.728, 5.833)
H (-0.501, -3.361, 4.184)
H (0.809, -0.685, 4.968)
H (1.698, -2.201, 4.738)
H (2.901, -0.115, 1.680)
H (2.432, 0.632, 3.242)
H (4.198, -1.831, 2.635)
H (4.635, -0.326, 3.448)
H (3.679, -1.505, 4.352)
H (0.390, -3.368, 1.685)
H (1.904, -2.704, 0.984)
H (1.890, -4.021, 3.803)
H (2.128, -4.867, 2.285)
H (3.267, -3.601, 2.733)

Properties
HOMO level (spin up / spin down): -14.7456 / -14.7672 eV
Total charge: +2
E: -2770.68934 hartree
Maximum force: 3.845 eV Å⁻¹
M: 768.56 g/mol
Lowest unoccupied orbital energy (spin up / spin down): -9.40 / -10.12 eV
Relative energy (zero: lowest compared OMol25 entry of this formula, charge and spin): 0.000 eV

---

(4)
The following is a quantum chemistry calculation of a molecular structure, C12H33Br2ClFKN3NaO18PS2, from the OMol25 dataset.

Cartesian coordinates (Å):
N (8.369, -1.147, -1.357)
C (7.240, -0.501, -0.636)
C (6.200, 0.111, -1.610)
C (5.268, 1.002, -0.779)
F (5.258, 0.658, 0.557)
O (5.708, 2.345, -0.887)
S (4.494, 3.214, -0.099)
O (5.009, 3.456, 1.197)
O (4.330, 4.380, -0.887)
O (3.296, 2.103, -0.204)
C (3.773, 1.107, -1.180)
Br (3.334, 1.998, -2.885)
P (2.837, -0.500, -0.858)
O (3.779, -1.623, -0.867)
O (2.141, -0.294, 0.574)
O (1.616, -0.638, -1.913)
H (9.079, -1.324, -0.641)
H (8.804, -0.464, -1.979)
H (7.650, 0.305, 0.011)
H (6.736, -1.226, 0.022)
H (6.696, 0.772, -2.346)
H (5.688, -0.691, -2.157)
H (2.796, -0.548, 1.252)
H (1.687, -1.527, -2.330)
C (6.354, 1.069, -5.351)
O (6.580, -0.111, -4.581)
H (6.211, 1.905, -4.668)
H (7.215, 1.272, -5.994)
H (5.458, 0.952, -5.964)
H (6.701, -0.839, -5.202)
C (-2.572, -0.945, -3.516)
C (-1.976, -2.325, -3.760)
O (-0.884, -2.499, -2.890)
H (-1.821, -0.166, -3.684)
H (-3.427, -0.763, -4.173)
H (-2.901, -0.850, -2.477)
H (-1.619, -2.432, -4.789)
H (-2.727, -3.101, -3.574)
H (-1.266, -2.383, -2.000)
C (-2.012, -0.528, 0.831)
O (-1.962, -1.038, -0.294)
N (-0.985, -0.630, 1.707)
N (-3.088, 0.135, 1.267)
H (-1.005, -0.244, 2.630)
H (-0.166, -1.130, 1.400)
H (-3.868, 0.204, 0.642)
H (-3.160, 0.549, 2.177)
C (-8.313, 3.315, 2.520)
C (-7.733, 3.652, 3.873)
O (-7.448, 2.473, 4.668)
C (-6.371, 1.783, 4.304)
O (-5.615, 2.047, 3.390)
O (-6.245, 0.691, 5.104)
C (-5.093, -0.136, 4.774)
H (-9.202, 2.689, 2.630)
H (-8.599, 4.264, 1.955)
H (-7.599, 2.754, 1.913)
H (-8.463, 4.230, 4.442)
H (-6.833, 4.265, 3.782)
H (-4.189, 0.469, 4.789)
H (-5.211, -0.620, 3.810)
H (-5.010, -0.905, 5.539)
O (-1.163, -3.872, 0.774)
H (-1.655, -4.390, 0.121)
H (-1.348, -4.209, 1.696)
H (-1.376, -2.918, 0.695)
Br (-9.679, 5.547, 1.154)
Cl (0.432, -2.889, -0.739)
Na (9.609, 1.013, -2.508)
K (-2.952, 0.931, -5.010)
O (-3.665, -2.216, 3.295)
S (-2.967, -3.455, 3.721)
O (-1.543, -3.119, 4.045)
O (-3.001, -4.453, 2.617)
O (-3.636, -4.010, 4.914)

Properties
HOMO level: -3.1408 eV
Total charge: -1
E: -9603.54789 hartree
Maximum force: 3.662 eV Å⁻¹
M: 878.85 g/mol
Lowest unoccupied orbital energy: -2.35 eV

---

(5)
The following is a quantum chemistry calculation of a molecular structure, C12H33Br4Cl2CsFMgN2O10PS3, from the OMol25 dataset.

Cartesian coordinates (Å):
O (-0.481, -2.259, 0.255)
S (-0.111, -0.802, 0.256)
O (0.405, -0.427, -1.117)
N (-1.284, 0.207, 0.922)
S (-2.533, 0.582, -0.180)
O (-2.085, 0.933, -1.564)
O (-3.241, 1.800, 0.368)
P (-4.099, -0.919, -0.424)
O (-3.403, -2.399, -0.874)
Br (-5.142, -1.224, 1.614)
H (0.987, -0.713, 1.123)
H (-2.893, -2.707, -0.091)
C (2.539, 1.278, 6.612)
C (1.858, 2.632, 6.564)
N (2.295, 3.519, 5.400)
C (3.794, 3.747, 5.517)
C (1.680, 4.911, 5.542)
C (0.168, 4.990, 5.454)
C (2.066, 2.891, 4.016)
C (0.661, 2.397, 3.704)
O (0.272, 1.373, 4.594)
C (-1.156, 1.259, 4.699)
H (3.607, 1.366, 6.819)
H (2.105, 0.692, 7.424)
H (2.410, 0.706, 5.694)
H (2.090, 3.190, 7.476)
H (0.778, 2.523, 6.522)
H (4.008, 4.131, 6.513)
H (4.090, 4.468, 4.756)
H (4.313, 2.806, 5.346)
H (2.128, 5.538, 4.769)
H (2.006, 5.284, 6.516)
H (-0.170, 5.048, 4.421)
H (-0.165, 5.924, 5.918)
H (-0.354, 4.181, 5.962)
H (2.763, 2.053, 3.949)
H (2.369, 3.645, 3.287)
H (0.673, 1.973, 2.692)
H (-0.062, 3.211, 3.688)
H (-1.666, 1.644, 3.821)
H (-1.489, 1.803, 5.594)
H (-1.405, 0.212, 4.818)
C (-4.024, -5.522, -2.094)
Br (-4.484, -5.960, -0.269)
Br (-2.511, -6.571, -2.735)
Br (-5.530, -5.667, -3.288)
H (-3.717, -4.474, -2.099)
Cl (0.976, -1.750, -2.759)
O (0.225, -2.508, -9.770)
S (1.352, -3.018, -9.006)
O (1.285, -4.270, -8.315)
O (1.848, -1.880, -7.988)
C (0.899, -1.330, -7.051)
C (0.583, -2.304, -5.936)
C (2.781, -3.035, -10.047)
H (-0.012, -1.015, -7.569)
H (1.353, -0.434, -6.626)
H (0.069, -3.189, -6.320)
H (-0.058, -1.846, -5.186)
H (1.500, -2.647, -5.455)
H (2.862, -2.075, -10.557)
H (2.651, -3.837, -10.772)
H (3.658, -3.226, -9.432)
O (-2.180, -2.269, -4.055)
H (-2.281, -2.121, -3.087)
H (-2.799, -1.630, -4.453)
Cs (-1.215, -0.963, -10.464)
Mg (-2.510, -4.129, -4.233)
F (-6.109, -3.850, -1.817)
Cl (-3.115, 0.004, 3.105)

Properties
HOMO level: -4.5399 eV
E: -14410.85584 hartree
Maximum force: 5.281 eV Å⁻¹
M: 1059.31 g/mol
Lowest unoccupied orbital energy: -2.31 eV

---

(6)
The following is a quantum chemistry calculation of a molecular structure, C12H33BrN3NaO3, from the OMol25 dataset.

Cartesian coordinates (Å):
Na (-2.073, -1.198, 0.826)
Br (0.699, -1.013, 0.525)
C (1.079, 2.889, 2.837)
C (0.269, 2.163, 3.910)
C (-0.633, 3.071, 4.681)
O (-1.283, 2.518, 5.810)
C (-2.416, 3.260, 6.162)
N (-0.515, 1.028, 3.378)
H (0.485, 2.908, 1.918)
H (2.014, 2.407, 2.546)
H (1.385, 3.893, 3.144)
H (0.980, 1.666, 4.581)
H (-1.368, 3.447, 3.945)
H (-0.167, 3.997, 5.040)
H (-3.121, 2.675, 6.753)
H (-2.947, 3.664, 5.295)
H (-2.137, 4.102, 6.814)
H (-1.213, 1.387, 2.729)
H (0.131, 0.452, 2.842)
C (1.541, -3.816, -3.398)
C (0.208, -3.897, -2.698)
C (0.345, -4.560, -1.329)
O (-0.826, -4.438, -0.546)
C (-0.577, -4.648, 0.837)
N (-0.456, -2.540, -2.588)
H (2.105, -4.747, -3.286)
H (2.170, -2.973, -3.096)
H (1.413, -3.686, -4.475)
H (-0.428, -4.472, -3.378)
H (1.183, -4.120, -0.776)
H (0.575, -5.621, -1.500)
H (-0.102, -5.627, 0.933)
H (-1.565, -4.694, 1.289)
H (0.073, -3.909, 1.304)
H (-1.095, -2.716, -1.811)
H (0.278, -1.986, -2.139)
C (0.341, 3.012, -1.259)
C (-0.268, 2.089, -2.310)
C (0.740, 1.216, -3.050)
O (0.201, 0.591, -4.169)
C (1.140, 0.065, -5.032)
N (-1.273, 1.193, -1.696)
H (-0.471, 3.391, -0.637)
H (0.970, 3.840, -1.595)
H (1.027, 2.475, -0.592)
H (-0.809, 2.676, -3.057)
H (1.177, 0.460, -2.383)
H (1.578, 1.892, -3.296)
H (1.873, -0.579, -4.513)
H (1.832, 0.812, -5.473)
H (0.680, -0.439, -5.878)
H (-0.878, 0.602, -0.965)
H (-1.872, 1.840, -1.178)

Properties
HOMO level: -8.6818 eV
E: -3603.28507 hartree
Maximum force: 1.889 eV Å⁻¹
M: 370.31 g/mol
Lowest unoccupied orbital energy: -1.21 eV

---

(7)
The following is a quantum chemistry calculation of 3 unconnected molecules or ions with the total composition C12H33Cl2FN2O11P3S, from the OMol25 dataset.

Cartesian coordinates (Å):
C (0.679, -1.899, 2.571)
C (0.338, -1.168, 1.259)
Cl (-0.559, 0.332, 1.596)
C (1.527, -0.963, 0.281)
Cl (1.033, 0.197, -0.984)
P (3.091, -0.478, 1.084)
N (3.852, -1.875, 1.621)
C (2.775, 0.578, 2.518)
C (3.691, 1.799, 2.723)
O (5.040, 1.430, 2.931)
C (3.574, 2.926, 1.664)
N (2.256, 3.074, 1.047)
S (4.421, 0.312, -0.439)
O (4.523, -0.804, -1.309)
O (5.637, 0.755, 0.119)
F (3.738, 1.470, -1.191)
H (-0.161, -2.553, 2.793)
H (0.726, -1.179, 3.384)
H (1.557, -2.538, 2.511)
H (-0.363, -1.804, 0.721)
H (1.665, -1.924, -0.227)
H (3.371, -2.656, 1.170)
H (4.795, -1.898, 1.221)
H (1.743, 0.922, 2.569)
H (2.927, -0.071, 3.383)
H (3.352, 2.258, 3.659)
H (5.179, 1.259, 3.866)
H (4.355, 2.838, 0.911)
H (3.775, 3.854, 2.197)
H (1.519, 3.067, 1.742)
H (2.080, 2.313, 0.402)
C (-4.738, 3.368, -0.629)
O (-4.101, 3.271, 0.672)
P (-2.555, 3.816, 0.895)
O (-1.949, 2.785, 1.754)
O (-3.035, 5.097, 1.768)
C (-4.011, 5.996, 1.238)
O (-1.228, 4.627, 0.302)
C (-1.158, 4.923, -1.109)
H (-5.119, 2.386, -0.902)
H (-5.569, 4.070, -0.571)
H (-4.048, 3.702, -1.405)
H (-4.997, 5.728, 1.620)
H (-4.034, 5.985, 0.145)
H (-3.766, 7.001, 1.571)
H (-2.011, 5.526, -1.428)
H (-1.123, 4.001, -1.694)
H (-0.246, 5.485, -1.287)
C (-0.382, -6.633, -3.537)
O (-0.239, -5.921, -2.276)
P (-0.912, -4.416, -2.062)
O (0.167, -3.783, -1.260)
O (-2.072, -5.026, -1.098)
C (-2.956, -6.038, -1.593)
O (-1.843, -3.060, -2.371)
C (-2.300, -2.811, -3.721)
H (0.605, -6.932, -3.880)
H (-0.991, -7.522, -3.380)
H (-0.847, -6.020, -4.309)
H (-2.591, -7.020, -1.291)
H (-3.051, -6.007, -2.682)
H (-3.938, -5.877, -1.154)
H (-2.901, -3.644, -4.092)
H (-1.453, -2.644, -4.388)
H (-2.916, -1.917, -3.705)

Properties
HOMO level: -11.9426 eV
Total charge: +1
E: -3856.39634 hartree
Maximum force: 7.322 eV Å⁻¹
M: 596.29 g/mol
Lowest unoccupied orbital energy: -3.57 eV

---

(8)
The following is a quantum chemistry calculation of a molecular structure, C12H33ClI2P3Pd, from the OMol25 dataset.

Cartesian coordinates (Å):
I (0.042, -1.823, -4.946)
I (0.005, 0.793, -5.804)
Pd (-0.218, -0.643, 0.231)
P (-2.412, 0.047, 0.180)
C (-3.186, -0.139, -1.460)
C (-3.305, -1.149, 1.241)
H (-4.376, -0.914, 1.234)
H (-3.953, 1.717, 1.039)
H (-2.930, -1.073, 2.267)
H (-2.316, 1.849, 1.785)
H (-2.869, -1.085, -1.920)
H (-3.160, -2.176, 0.884)
C (-2.871, 1.678, 0.852)
H (-4.280, -0.119, -1.369)
H (-2.593, 2.457, 0.129)
H (-2.855, 0.693, -2.096)
P (2.176, 0.024, 0.180)
C (3.151, -0.008, -1.380)
C (2.756, 1.627, 0.859)
H (3.070, -0.990, 2.239)
H (4.307, -0.799, 0.959)
H (3.135, -2.156, 0.893)
C (3.269, -1.100, 1.163)
H (2.243, 1.810, 1.811)
H (3.842, 1.549, 1.006)
H (4.211, 0.102, -1.106)
H (2.851, 0.833, -2.015)
H (2.524, 2.434, 0.153)
H (3.020, -0.947, -1.930)
Cl (0.113, 0.834, 2.173)
C (-2.164, -4.455, -1.346)
C (-1.504, -4.253, 0.013)
P (-0.202, -2.936, 0.239)
C (0.616, -3.155, 1.906)
C (-0.458, -3.499, 2.933)
C (0.892, -3.153, -1.227)
C (1.728, -4.428, -1.284)
H (-2.901, -3.693, -1.592)
H (-2.722, -5.392, -1.304)
H (-1.486, -4.525, -2.190)
H (-2.313, -4.096, 0.743)
H (-1.029, -5.226, 0.251)
H (1.402, -3.919, 1.880)
H (1.080, -2.200, 2.224)
H (-0.995, -4.426, 2.670)
H (0.030, -3.612, 3.922)
H (-1.212, -2.689, 3.021)
H (0.225, -3.091, -2.100)
H (1.524, -2.244, -1.289)
H (1.102, -5.335, -1.352)
H (2.368, -4.363, -2.180)
H (2.379, -4.496, -0.402)

Properties
<S²>: 6.016
HOMO level (spin up / spin down): -16.5791 / -18.4454 eV
Total charge: +3
Multiplicity: 5
E: -2683.43464 hartree
Maximum force: 2.856 eV Å⁻¹
M: 666.00 g/mol
Lowest unoccupied orbital energy (spin up / spin down): -12.46 / -14.09 eV

---

Question: What is the M in the seventh record?
Answer: 596.29 g/mol